[1]
Molecular formula: C4H4NaO5
Method: DFT, ωB97M-V/def2-TZVPD

The geometry in XYZ format:
```
14
Properties=species:S:1:pos:R:3:nbo_charge:R:1
O -0.601 1.607 1.814 -0.785
C -1.564 2.370 1.464 0.636
O -1.755 3.062 0.529 -0.588
Na -1.396 -0.315 2.762 0.840
O 1.115 -1.163 -1.326 -0.572
C 0.277 -0.729 -2.331 0.934
C 0.620 -1.264 0.039 -0.150
O 0.872 -0.100 -3.236 -0.779
O -0.956 -0.864 -2.194 -0.810
C 0.523 0.049 0.767 -0.437
H 1.365 -1.921 0.513 0.156
H -0.334 -1.803 -0.034 0.179
H 1.496 0.262 1.245 0.161
H 0.339 0.809 -0.012 0.215
```

Calculated values
charge	-1
electronic energy	-693.2651	a.u.
Kohn-Sham gap (alpha / beta)	4.632 / 4.464	eV
lowest unoccupied orbital energy (alpha / beta)	0.89 / 1.00	eV
E_HOMO (alpha / beta)	-3.742 / -3.468	eV
energy above the lowest of the compared OMol25 structures with the same formula, charge and spin	3.8707	eV



[2]
Molecular formula: C5H5N2
Method: DFT, ωB97M-V/def2-TZVPD

The geometry in XYZ format:
```
12
Properties=species:S:1:pos:R:3:nbo_charge:R:1
C -0.533 -0.968 0.094 -0.206
C 0.879 -1.301 -0.070 -0.231
C -0.700 0.371 0.131 -0.088
C 1.416 -0.105 -0.186 0.361
C 0.613 1.089 -0.044 -0.577
N 4.430 0.021 0.027 0.254
N 3.350 -0.026 -0.105 0.065
H -1.292 -1.723 0.175 0.266
H 1.295 -2.287 -0.105 0.291
H -1.627 0.905 0.231 0.260
H 0.577 1.735 -0.923 0.303
H 0.878 1.717 0.809 0.302
```

Calculated values
charge	+1
electronic energy	-302.6582	a.u.
Kohn-Sham gap	8.882	eV
lowest unoccupied orbital energy	-5.62	eV
E_HOMO	-14.505	eV
energy above the lowest of the compared OMol25 structures with the same formula, charge and spin	0.6968	eV